47
Properties=species:S:1:pos:R:3 method="wB97M-V/def2-TZVPD" e_homo_ev="-3.26 / -5.77" s2=2.016 lumo_ev="2.0981 / 1.8191" charge=-1 multiplicity=3 gap_ev="5.3574 / 7.5886"
Au 1.821 -0.281 -0.270
O 5.783 -1.912 -0.941
C 4.604 -1.746 -0.808
O 3.624 -1.322 -1.416
C 4.043 -2.310 0.919
O 4.466 -3.411 1.138
O 3.369 -1.415 1.401
C -2.312 2.858 -1.396
C -1.827 2.564 0.030
C -1.419 3.874 0.715
C -2.949 1.886 0.828
C -0.667 1.662 -0.039
C 0.286 0.921 -0.096
H -3.184 3.518 -1.376
H -2.584 1.932 -1.903
H -1.521 3.339 -1.973
H -2.269 4.560 0.761
H -0.608 4.354 0.166
H -1.070 3.681 1.731
H -3.832 2.530 0.869
H -2.620 1.678 1.846
H -3.227 0.940 0.362
Br 3.698 5.986 0.195
C 3.495 4.108 0.058
C 3.415 3.499 -1.191
C 3.253 2.137 -1.247
N 3.145 1.349 -0.147
C 3.286 1.960 1.057
C 3.453 3.314 1.201
H 3.489 4.079 -2.100
H 3.198 1.622 -2.197
H 3.252 1.305 1.918
H 3.555 3.750 2.185
N -5.582 -6.856 0.356
C -4.687 -6.140 0.242
C -3.584 -5.248 0.105
C -3.749 -4.030 -0.562
C -2.689 -3.157 -0.684
C -1.434 -3.474 -0.140
C -1.276 -4.702 0.516
C -2.334 -5.578 0.638
C -0.357 -2.554 -0.255
C 0.586 -1.802 -0.395
H -4.718 -3.783 -0.975
H -2.805 -2.212 -1.197
H -0.305 -4.948 0.925
H -2.210 -6.527 1.144